Record 1
{
  "formula": "C37H30AlN7P",
  "method": "ωB97M-V with the def2-TZVPD basis set",
  "species": ["Al", "C", "C", "C", "C", "N", "C", "C", "C", "C", "C", "C", "C", "H", "H", "H", "H", "H", "H", "H", "H", "N", "C", "N", "C", "N", "N", "C", "N", "C", "C", "C", "C", "C", "N", "H", "H", "H", "H", "H", "H", "H", "H", "C", "C", "C", "C", "C", "C", "P", "C", "C", "C", "C", "C", "C", "C", "C", "C", "C", "C", "C", "H", "H", "H", "H", "H", "H", "H", "H", "H", "H", "H", "H", "H", "H"],
  "positions_angstrom": [[14.689244, 12.319949, 10.987891], [18.077078, 10.404088, 9.240641], [18.590619, 11.516027, 8.672324], [18.237329, 12.781985, 9.165090], [17.205185, 12.893472, 10.077330], [16.520128, 11.738606, 10.464489], [16.989933, 10.548980, 10.142489], [16.702461, 14.188296, 10.485894], [17.371062, 15.433014, 10.210734], [16.797310, 16.632369, 10.566836], [15.577925, 16.644453, 11.205781], [14.899248, 15.413455, 11.438830], [15.432466, 14.210359, 11.028067], [18.555157, 9.432604, 9.009906], [19.375639, 11.427820, 7.872394], [18.706067, 13.697279, 8.787143], [16.692403, 9.687896, 10.758661], [18.374153, 15.447157, 9.789316], [17.240312, 17.579195, 10.438540], [15.093213, 17.609778, 11.500643], [13.911304, 15.442144, 11.984898], [14.272173, 9.687349, 13.053748], [13.797093, 9.464713, 11.823882], [13.199965, 8.294541, 11.543084], [12.607567, 8.203070, 10.349684], [11.769424, 7.155479, 10.160411], [12.498835, 9.220491, 9.449331], [13.179448, 10.280936, 9.786707], [13.782174, 10.536123, 11.022664], [13.221920, 11.438904, 8.865112], [12.794492, 11.397334, 7.569931], [12.769476, 12.501475, 6.714302], [12.954762, 13.798428, 7.260650], [13.451137, 13.842095, 8.545239], [13.675834, 12.685116, 9.264003], [14.448433, 8.880579, 13.622964], [14.553778, 10.603499, 13.365384], [11.640498, 6.591580, 10.973137], [11.133704, 7.025797, 9.428009], [12.343425, 10.443482, 7.207242], [12.442008, 12.474411, 5.683634], [12.737904, 14.775220, 6.764827], [13.635086, 14.788190, 9.014480], [9.266011, 16.769732, 12.400535], [9.277625, 15.852746, 13.479116], [9.831060, 14.582584, 13.281298], [10.567593, 14.289824, 12.136691], [10.502855, 15.169994, 11.059307], [9.871230, 16.380208, 11.243759], [11.510750, 12.783274, 11.961389], [10.300227, 11.475239, 12.103936], [10.286900, 10.628588, 13.217249], [9.237730, 9.733576, 13.331496], [8.227678, 9.627626, 12.344497], [8.501997, 10.254878, 11.065939], [9.500000, 11.216670, 10.983743], [12.815313, 12.696574, 13.259726], [12.436750, 12.640701, 14.589703], [13.439262, 12.731696, 15.543168], [14.780067, 12.797743, 15.245293], [15.112312, 12.874583, 13.876994], [14.143009, 12.803549, 12.898162], [8.926191, 17.825703, 12.525848], [9.092209, 16.207475, 14.450305], [9.691120, 13.817306, 13.997964], [10.833923, 14.815199, 10.058958], [9.928529, 17.067030, 10.364933], [11.064082, 10.656579, 13.898051], [9.089848, 9.266353, 14.281185], [7.403873, 8.898365, 12.427831], [7.977457, 9.897205, 10.177623], [9.642897, 11.637668, 10.013890], [11.388788, 12.622114, 14.844907], [13.086505, 12.812180, 16.599209], [15.521521, 12.813539, 16.036815], [16.171433, 12.871167, 13.604351]],
  "forces_ev_per_a": [[-0.7, 2.8, 2.0], [-1.1, -1.9, 1.1], [1.7, 2.0, -1.0], [0.4, -0.4, -0.7], [0.0, -1.1, -1.0], [-0.1, 1.9, 0.2], [2.2, -1.1, -0.3], [0.3, 2.4, -0.4], [0.5, -1.3, 0.2], [-0.4, -0.6, 0.3], [-2.1, -0.7, 0.8], [-0.7, 1.9, 0.6], [0.1, -1.1, -0.7], [-0.8, 0.5, 0.3], [-0.9, 0.2, 1.0], [-0.2, -0.6, 0.1], [-0.5, 0.3, -0.7], [-0.1, 0.0, 0.0], [0.9, 0.7, -0.5], [0.6, -1.0, -0.2], [1.0, -0.1, -0.7], [0.3, -1.2, -0.3], [-0.9, 0.2, 1.3], [0.9, 0.0, -0.5], [-2.5, 0.3, 0.9], [1.9, 0.4, 1.4], [1.4, 0.3, -0.4], [0.1, 0.8, 1.6], [-0.3, -0.4, -3.8], [0.3, 3.2, -1.3], [-1.4, -1.9, -1.9], [-0.6, 1.8, 0.8], [0.1, -0.7, -0.4], [0.2, -2.3, 0.9], [-0.4, -1.0, 0.7], [-0.2, 0.0, 0.3], [0.1, 0.2, 0.0], [0.0, -0.5, 0.3], [-0.6, 0.4, -1.3], [0.7, 0.8, 0.2], [0.0, -0.6, 0.0], [0.3, -1.3, 0.1], [0.5, 0.0, 0.5], [0.3, 0.4, 1.8], [0.8, 0.2, -1.9], [0.1, 1.3, -0.3], [-1.0, 0.0, 0.1], [0.1, -0.9, -0.1], [0.2, 1.2, -2.8], [1.8, -0.3, -2.0], [0.8, -0.5, 0.5], [-1.9, 0.1, -2.3], [-1.7, 0.4, -0.4], [1.6, -0.1, -1.5], [-0.4, -1.0, 1.9], [-0.8, -1.1, 0.6], [-2.0, 0.0, 0.6], [0.7, 0.7, -0.1], [-1.4, 0.0, 2.3], [0.1, 0.4, -1.1], [0.7, -0.6, 1.4], [0.2, -1.7, -1.4], [0.1, -1.2, -0.1], [-1.0, 0.1, 1.1], [0.2, -0.5, 1.0], [0.2, 0.6, 0.9], [-0.4, -0.4, 0.9], [1.2, 0.2, 1.5], [0.0, -0.7, 0.3], [0.5, 0.6, 0.1], [-0.1, 0.5, 0.3], [0.4, 0.7, -0.3], [0.0, 0.0, 0.4], [0.6, -0.3, -0.8], [0.0, 0.1, -0.1], [-0.2, 0.2, 0.0]],
  "total_charge": 1,
  "max_force_ev_per_a": 3.8,
  "homo_ev": -9.9,
  "gap_ev": 6.016,
  "lumo_ev": -3.83,
  "de_lowest_kj_mol": 32.2
}

Record 2
{
  "formula": "C37H30AsHgN8O2S4",
  "method": "ωB97M-V with the def2-TZVPD basis set",
  "species": ["Hg", "N", "C", "N", "C", "N", "N", "C", "C", "C", "C", "C", "C", "N", "C", "C", "C", "C", "C", "C", "H", "H", "H", "H", "H", "H", "H", "H", "H", "H", "H", "C", "O", "C", "N", "C", "C", "C", "C", "C", "C", "C", "C", "C", "C", "C", "C", "N", "C", "N", "C", "C", "O", "C", "C", "C", "C", "C", "C", "H", "H", "H", "H", "H", "H", "H", "H", "H", "H", "H", "H", "H", "H", "H", "H", "H", "H", "H", "S", "As", "S", "S", "S"],
  "positions_angstrom": [[0.402696, -1.670516, -0.071060], [-0.156240, 2.669468, 1.908334], [0.318395, 1.498458, 1.361025], [-0.427097, 0.571064, 0.920046], [-1.817528, 0.704035, 0.981917], [-2.626881, -0.116929, 0.312621], [-2.002009, -0.975785, -0.455487], [-2.730352, -1.693974, -1.284613], [-2.092412, -2.457450, -2.308876], [-2.861946, -3.182958, -3.247598], [-2.237387, -3.805572, -4.300871], [-0.849328, -3.722424, -4.423954], [-0.158868, -3.032412, -3.437730], [-0.744477, -2.418468, -2.414377], [-2.380812, 1.781665, 1.759892], [-3.744439, 1.909201, 2.048597], [-4.225957, 2.995602, 2.768204], [-3.357708, 3.974198, 3.230769], [-1.991544, 3.861286, 2.964316], [-1.515213, 2.787944, 2.235330], [0.499904, 3.276783, 2.362967], [1.399316, 1.384440, 1.326731], [-3.817472, -1.636006, -1.250037], [-3.937562, -3.232463, -3.123463], [-2.821231, -4.361809, -5.026309], [-0.314634, -4.204822, -5.231354], [0.924599, -2.988090, -3.447578], [-4.409078, 1.137745, 1.682572], [-5.288250, 3.075188, 2.971287], [-3.729490, 4.818830, 3.797678], [-1.296802, 4.617677, 3.315497], [4.693524, -1.622405, 2.243158], [4.855864, -0.899161, 1.000490], [3.618814, -0.877915, 0.450837], [2.627971, -1.186910, 1.175654], [3.166685, -1.814783, 2.389118], [2.576849, -1.315340, 3.682067], [3.204504, -1.620824, 4.890139], [2.673074, -1.190537, 6.098170], [1.492525, -0.457035, 6.119899], [0.840995, -0.181589, 4.924845], [1.378566, -0.614091, 3.718827], [3.512000, -0.366341, -0.926576], [4.662269, -0.120909, -1.694872], [4.512205, 0.342024, -2.974931], [3.219667, 0.560622, -3.471419], [2.162080, 0.334324, -2.623834], [2.288943, -0.116765, -1.367913], [0.760652, 0.605644, -3.005281], [-0.191999, 0.612777, -2.184393], [-1.427527, 0.789038, -2.937708], [-0.931069, 1.094757, -4.371542], [0.488786, 0.819088, -4.328692], [-2.287339, 1.861422, -2.313711], [-3.649616, 1.665200, -2.133106], [-4.433884, 2.649765, -1.542913], [-3.858236, 3.839598, -1.123115], [-2.492091, 4.038783, -1.291834], [-1.713328, 3.054439, -1.881397], [5.198436, -2.582453, 2.142645], [5.139465, -1.025328, 3.039203], [2.956188, -2.894982, 2.324085], [4.108995, -2.220772, 4.882695], [3.174216, -1.441503, 7.027572], [1.071119, -0.127574, 7.062521], [-0.104894, 0.351726, 4.926727], [0.849422, -0.457916, 2.794297], [5.626915, -0.355686, -1.268742], [5.377087, 0.507255, -3.604463], [3.041460, 0.918109, -4.475504], [-1.976365, -0.156334, -2.903012], [-1.380255, 0.455743, -5.129264], [-1.072160, 2.142435, -4.642261], [-4.088207, 0.713653, -2.415294], [-5.490555, 2.470877, -1.381146], [-4.462215, 4.594459, -0.633030], [-2.028913, 4.951211, -0.934241], [-0.639903, 3.188152, -1.973020], [3.120715, -5.105431, 2.208533], [1.460702, -5.031067, 0.851188], [-0.022048, -3.474950, 1.613180], [4.166897, -3.144208, -0.943688], [2.212846, -3.722233, -1.013424]],
  "forces_ev_per_a": [[0.0, -0.4, 0.0], [-0.1, 0.0, 0.0], [0.1, 0.0, 0.0], [-0.1, -0.1, -0.1], [0.0, -0.1, -0.1], [0.1, 0.3, 0.2], [0.1, -0.1, -0.1], [0.0, -0.2, 0.0], [-0.2, 0.0, 0.1], [0.0, 0.0, -0.1], [-0.1, 0.0, 0.0], [0.1, 0.0, 0.0], [-0.1, 0.0, 0.1], [0.1, 0.0, -0.1], [0.0, 0.1, 0.0], [0.0, 0.0, 0.0], [0.0, 0.0, 0.0], [0.0, 0.0, 0.0], [0.0, 0.0, 0.0], [0.1, 0.0, -0.1], [0.1, 0.0, 0.0], [0.0, 0.0, 0.0], [0.0, 0.0, 0.0], [0.0, 0.0, 0.0], [0.0, 0.0, 0.0], [0.0, 0.0, 0.0], [0.0, 0.0, 0.0], [0.0, 0.0, 0.0], [0.0, 0.0, 0.0], [0.0, 0.0, 0.0], [0.0, 0.0, 0.0], [-0.1, 0.0, -0.1], [0.2, 0.0, 0.3], [0.2, 0.1, -0.3], [-0.3, 0.3, 0.5], [-0.1, 0.3, -0.1], [0.1, 0.0, -0.1], [0.0, 0.1, 0.0], [0.0, 0.0, 0.0], [0.0, 0.0, 0.0], [0.0, 0.0, 0.0], [-0.1, 0.0, 0.1], [0.1, 0.0, 0.1], [0.1, 0.1, 0.0], [0.0, 0.0, 0.0], [0.0, 0.1, 0.0], [-0.3, 0.0, -0.1], [0.1, 0.0, 0.2], [0.2, -0.1, -0.1], [-0.1, 0.1, 0.0], [0.0, 0.1, 0.0], [0.1, 0.0, 0.1], [-0.1, 0.0, 0.0], [0.0, 0.1, -0.1], [0.0, 0.1, 0.0], [0.0, 0.0, 0.0], [0.0, 0.0, 0.0], [0.0, 0.0, 0.0], [0.0, 0.0, 0.0], [0.0, -0.1, 0.0], [0.0, 0.0, 0.0], [0.0, 0.1, 0.0], [0.0, 0.0, 0.0], [0.0, 0.0, 0.0], [0.0, 0.0, 0.0], [0.0, 0.0, 0.0], [0.0, 0.0, -0.1], [0.0, 0.0, 0.0], [0.0, 0.0, 0.0], [0.0, 0.0, 0.0], [0.1, 0.2, -0.1], [0.0, 0.0, 0.0], [0.0, 0.1, 0.0], [0.0, 0.0, 0.0], [0.0, 0.0, 0.0], [0.0, 0.0, 0.0], [0.0, 0.0, 0.0], [0.0, 0.0, 0.0], [0.0, -0.4, -0.1], [0.1, 0.1, 0.1], [0.0, 0.0, -0.1], [-0.2, -0.4, -0.2], [0.1, 0.2, -0.1]],
  "total_charge": -2,
  "max_force_ev_per_a": 0.7,
  "s_squared": 0.824,
  "homo_ev": [-0.4, -0.6],
  "gap_ev": [4.465, 4.705],
  "lumo_ev": [4.07, 4.07],
  "spin_multiplicity": 2,
  "de_lowest_kj_mol": 92.0
}

Record 3
{
  "formula": "C37H30BClF9N5O3PbSe",
  "method": "ωB97M-V with the def2-TZVPD basis set",
  "species": ["Pb", "C", "O", "C", "C", "C", "C", "C", "C", "N", "N", "C", "C", "O", "C", "C", "C", "C", "C", "C", "C", "C", "H", "H", "H", "H", "H", "H", "H", "H", "H", "H", "H", "H", "H", "C", "C", "N", "H", "H", "H", "Cl", "C", "C", "C", "C", "C", "C", "C", "H", "H", "H", "H", "H", "H", "C", "N", "C", "C", "N", "C", "C", "Se", "H", "H", "H", "H", "H", "H", "H", "H", "F", "B", "F", "F", "F", "F", "C", "C", "F", "C", "F", "C", "O", "C", "F", "C", "F"],
  "positions_angstrom": [[-0.460031, -0.411772, -0.598746], [0.121359, 4.178648, 1.592635], [0.048168, 3.442269, 0.385212], [-1.095468, 3.533601, -0.331597], [-2.148659, 4.395782, -0.050200], [-3.266117, 4.412282, -0.878468], [-3.345465, 3.585532, -1.985949], [-2.296849, 2.716242, -2.263483], [-1.188692, 2.687488, -1.441036], [-0.146348, 1.724071, -1.651835], [0.697093, 2.057297, -2.511866], [1.801176, 1.290105, -2.787490], [2.348466, 0.312797, -1.925645], [1.815570, -0.103218, -0.822367], [3.638874, -0.215843, -2.275546], [4.291226, 0.148032, -3.400231], [3.746438, 1.110100, -4.301008], [4.429925, 1.481682, -5.474885], [3.903317, 2.418662, -6.322535], [2.667786, 3.008621, -6.010188], [1.981621, 2.655838, -4.876184], [2.506203, 1.694998, -3.986161], [0.093893, 5.254652, 1.401043], [-0.685965, 3.903238, 2.274008], [1.074576, 3.918268, 2.044080], [-2.107067, 5.052518, 0.806730], [-4.082790, 5.083677, -0.645090], [-4.218207, 3.604535, -2.624196], [-2.334716, 2.039049, -3.108253], [4.055098, -0.956138, -1.605469], [5.251452, -0.295894, -3.640073], [5.381027, 1.010480, -5.694741], [4.429010, 2.701390, -7.224890], [2.245560, 3.749311, -6.677551], [1.027944, 3.110844, -4.652875], [-4.256728, -2.440429, -1.147755], [-3.395635, -2.557103, 0.020315], [-2.692900, -2.656908, 0.922538], [-3.627126, -2.362239, -2.033999], [-4.880927, -1.553991, -1.055705], [-4.885175, -3.325558, -1.227190], [2.335038, -3.905129, 4.412480], [1.197821, -2.865537, 5.232427], [1.384413, -2.613021, 6.579282], [0.498552, -1.774070, 7.239091], [-0.558956, -1.198399, 6.551034], [-0.734042, -1.467167, 5.203014], [0.137831, -2.310694, 4.520029], [-0.062989, -2.572269, 3.065116], [2.215810, -3.067975, 7.099333], [0.641110, -1.570598, 8.291888], [-1.247240, -0.538642, 7.061413], [-1.555245, -1.015761, 4.659119], [-1.063106, -2.307075, 2.731676], [0.142056, -3.605124, 2.798098], [-0.013054, -4.015220, 0.088261], [1.393793, -3.620793, 0.095659], [2.344909, -4.159535, -0.736823], [3.515680, -3.548433, -0.455751], [3.267372, -2.645671, 0.553375], [4.222723, -1.678568, 1.077180], [1.969577, -2.698129, 0.874174], [1.171224, -1.434848, 2.026567], [-0.299622, -4.231161, -0.936299], [-0.632235, -3.196026, 0.443958], [-0.158448, -4.884286, 0.728333], [2.090852, -4.901641, -1.471174], [4.491951, -3.660996, -0.890584], [5.223354, -2.016651, 0.822590], [4.119711, -1.621912, 2.158606], [4.030596, -0.702582, 0.632351], [-1.572704, -2.920583, -2.457249], [-0.528628, -2.314835, -3.201660], [-0.765756, -0.903232, -3.195522], [-0.459909, -2.802566, -4.479529], [0.681759, -2.537860, -2.488348], [-6.088683, 3.016549, 2.185386], [-4.901350, 2.429890, 1.977929], [-4.661980, 1.705714, 0.825545], [-5.621632, 1.578474, -0.098441], [-3.432514, 1.114828, 0.626404], [-3.234489, 0.420876, -0.524863], [-2.365899, 1.208443, 1.532188], [-1.194037, 0.682977, 1.328391], [-2.664271, 1.930912, 2.700408], [-1.711629, 2.058206, 3.643559], [-3.888268, 2.532250, 2.916320], [-4.100389, 3.224949, 4.041739]],
  "forces_ev_per_a": [[-0.1, 0.0, -0.1], [0.0, 0.0, 0.0], [0.0, 0.0, 0.0], [0.0, 0.0, 0.0], [0.0, 0.0, 0.0], [0.0, 0.0, 0.0], [0.0, 0.0, 0.0], [0.0, 0.0, 0.0], [0.0, 0.1, 0.0], [0.0, 0.0, 0.0], [0.0, 0.1, 0.0], [0.0, 0.0, 0.0], [0.0, 0.0, 0.0], [0.0, 0.0, 0.1], [0.0, 0.0, 0.0], [0.0, 0.0, 0.0], [0.0, 0.0, 0.0], [0.0, 0.0, 0.0], [0.0, 0.0, 0.0], [0.0, 0.0, 0.0], [0.0, 0.0, 0.0], [0.0, 0.0, 0.0], [0.0, 0.0, 0.0], [0.0, 0.0, 0.0], [0.0, 0.0, 0.0], [0.0, 0.0, 0.0], [0.0, 0.0, 0.0], [0.0, 0.0, 0.0], [0.0, 0.0, 0.0], [0.0, 0.0, 0.0], [0.0, 0.0, 0.0], [0.0, 0.0, 0.0], [0.0, 0.0, 0.0], [0.0, 0.0, 0.0], [0.0, 0.0, 0.0], [0.0, 0.0, 0.0], [0.0, 0.0, -0.1], [-0.1, 0.1, 0.1], [0.0, 0.0, 0.0], [0.0, 0.0, 0.0], [0.0, 0.0, 0.0], [0.0, 0.0, 0.0], [0.0, 0.0, 0.0], [0.0, 0.0, 0.0], [0.0, 0.0, 0.0], [0.0, 0.0, 0.0], [0.0, 0.0, 0.0], [0.0, 0.0, 0.0], [-0.1, 0.0, 0.0], [0.0, 0.0, 0.0], [0.0, 0.0, 0.0], [0.0, 0.0, 0.0], [0.0, 0.0, 0.0], [0.0, 0.0, 0.0], [0.0, 0.0, 0.0], [0.1, 0.0, 0.0], [0.0, -0.1, 0.0], [0.0, 0.0, 0.0], [0.0, 0.0, 0.0], [0.0, 0.0, 0.0], [0.0, 0.0, 0.0], [0.0, 0.1, -0.1], [0.0, 0.1, 0.0], [0.0, 0.0, 0.0], [0.1, -0.1, 0.0], [0.0, 0.0, 0.0], [0.0, 0.0, 0.0], [0.0, 0.0, 0.0], [0.0, 0.0, 0.0], [0.0, 0.0, 0.0], [0.0, 0.0, 0.0], [0.0, 0.0, 0.0], [0.1, 0.1, 0.0], [0.0, 0.0, -0.1], [0.0, 0.0, 0.0], [-0.1, 0.0, 0.0], [0.0, 0.0, 0.0], [0.0, 0.0, 0.0], [0.0, 0.0, 0.0], [0.0, 0.0, 0.0], [0.0, 0.0, 0.0], [0.0, 0.0, 0.0], [0.0, 0.0, 0.0], [0.1, 0.0, 0.0], [0.0, 0.0, 0.0], [0.0, 0.0, 0.0], [0.0, 0.0, 0.0], [0.0, 0.0, 0.0]],
  "total_charge": 0,
  "max_force_ev_per_a": 0.2,
  "homo_ev": -7.6,
  "gap_ev": 7.460,
  "lumo_ev": -0.16,
  "de_lowest_kj_mol": 16.6
}